(1)
A structure of composition C18H24MnN4O8P4S. Source: OMol25; level of theory: wB97M-V/def2-TZVPD.

Calculated values
LUMO (alpha / beta) = 4.106 / 4.100 eV
E_HOMO (alpha / beta) = -0.085 / -0.110 Eh
Frontier orbital gap (alpha / beta) = 0.2364 / 0.2603 Eh
E_tot = -120716.96729 eV

Geometry as ORCA input:
```
! RIJCOSX wB97M-V def2-TZVPD def2/J DEFGRID3
* xyz -2 6
Mn 1.1827 -0.3554 -0.5806
S 1.6022 -2.0778 3.7659
C 2.1359 -0.4510 3.8927
C 2.1403 0.1725 2.6802
C 1.6983 -0.6269 1.5796
C 1.3840 -1.8810 2.0362
C 0.8474 -2.9522 1.2113
C 0.5625 -4.2433 1.6695
C 0.0368 -5.1686 0.7880
C -0.1946 -4.8055 -0.5314
C 0.1164 -3.5101 -0.9174
N 0.6141 -2.6168 -0.0676
H 2.4305 -0.0476 4.8504
H 2.4623 1.2014 2.5686
H 0.7581 -4.5092 2.7009
H -0.1917 -6.1725 1.1291
H -0.6076 -5.5021 -1.2483
H -0.0582 -3.1529 -1.9268
O -1.9388 0.6790 -3.6253
P -0.8842 -0.4195 -3.0450
O -1.4252 -1.7862 -3.2240
O -0.5811 0.0879 -1.6512
O 0.3700 -0.1260 -4.0023
P 1.9074 -0.6802 -3.7709
O 2.7279 0.7007 -3.8031
O 2.3099 -1.5175 -4.9115
O 1.9307 -1.2276 -2.3586
H -2.2651 0.3741 -4.4788
H 2.6328 1.1816 -2.9626
C -0.6464 3.3474 -1.3575
P -0.6341 2.3656 0.1905
C -0.7156 3.7467 1.4218
C -2.4156 1.8591 0.2125
C -2.7423 0.8819 1.3451
P -1.8748 -0.7421 1.1282
C -2.3992 -1.5428 2.7085
C -3.0457 -1.5772 -0.0142
H -1.4446 4.0965 -1.3643
H -0.7869 2.6562 -2.1886
H 0.3167 3.8431 -1.4875
H -1.5174 4.4597 1.2029
H 0.2384 4.2776 1.4200
H -0.8634 3.3386 2.4239
H -2.6103 1.3979 -0.7588
H -3.0429 2.7568 0.2812
H -3.8251 0.7178 1.4202
H -2.4172 1.2922 2.3082
H -3.4784 -1.4772 2.8864
H -1.8649 -1.0784 3.5397
H -2.1068 -2.5949 2.6813
H -4.0876 -1.4834 0.3106
H -2.7801 -2.6356 -0.0688
H -2.9236 -1.1760 -1.0198
O 2.3826 1.5289 -1.0421
N 3.2757 1.8614 -0.2060
C 3.7555 3.0921 -0.3199
C 4.7747 3.4981 0.5869
N 5.5938 3.8688 1.3087
C 3.2812 4.0339 -1.2821
N 2.9005 4.8200 -2.0338
*
```



(2)
A cluster of 10 separate species, C36H84N4O24S6 in total at a distorted geometry. Source: OMol25; level of theory: wB97M-V/def2-TZVPD.

Calculated values
LUMO (alpha / beta) = -2.433 / -6.760 eV
E_HOMO (alpha / beta) = -0.362 / -0.362 Eh
Frontier orbital gap (alpha / beta) = 0.2727 / 0.1136 Eh
E_tot = -158787.89023 eV

Geometry as ORCA input:
```
! RIJCOSX wB97M-V def2-TZVPD def2/J DEFGRID3
* xyz 1 2
C -2.1166 -0.3101 5.2667
C -1.5553 -1.3527 6.2040
N -2.5458 -1.9002 7.1565
C -2.2574 -1.6038 8.5891
C -2.1857 -0.0582 8.8606
C -2.7948 -3.3159 6.9390
C -3.4438 -3.6995 5.5972
H -1.3224 0.2724 4.7999
H -2.7904 0.3031 5.8652
H -2.7059 -0.7977 4.4901
H -1.0110 -2.0634 5.5821
H -0.7338 -0.9477 6.7950
H -3.0472 -2.0624 9.1841
H -1.3518 -2.1005 8.9373
H -3.0572 0.4295 8.4238
H -2.1365 0.2895 9.8925
H -1.3631 0.3919 8.3047
H -3.5655 -3.5337 7.6783
H -1.8943 -3.8795 7.1830
H -4.5022 -3.4457 5.6546
H -3.5460 -4.7751 5.7410
H -2.9254 -3.3710 4.6964
C 6.3473 2.8059 -4.6046
C 6.3444 2.3121 -3.1152
N 4.9862 1.9354 -2.6229
C 5.0008 1.3511 -1.2928
C 5.5935 -0.0153 -1.3529
C 4.1134 3.1021 -2.6227
C 2.6682 2.7845 -2.1982
H 6.0248 3.8426 -4.7014
H 5.7834 2.2291 -5.3376
H 7.3759 2.7002 -4.9494
H 6.9321 1.3944 -3.1373
H 6.7704 2.9991 -2.3840
H 5.4387 2.0562 -0.5862
H 3.9956 1.1443 -0.9254
H 6.6691 0.1581 -1.3855
H 5.4080 -0.5710 -0.4337
H 5.3412 -0.6202 -2.2239
H 4.0165 3.5623 -3.6060
H 4.4535 3.8861 -1.9461
H 2.2469 2.0436 -2.8776
H 1.9676 3.6121 -2.3086
H 2.5796 2.3676 -1.1950
C -0.0599 -2.4174 -7.0002
C 0.1281 -0.9053 -7.0620
N 0.0005 -0.1465 -5.7814
C -1.3883 -0.0040 -5.3135
C -2.3877 0.5845 -6.2969
C 0.7909 -0.6897 -4.6349
C 2.2665 -0.6373 -4.9927
H 0.6541 -2.9303 -6.3558
H -0.0001 -2.7783 -8.0270
H -1.0787 -2.7312 -6.7729
H 1.1444 -0.7528 -7.4254
H -0.5569 -0.5032 -7.8084
H -1.7223 -1.0006 -5.0245
H -1.2938 0.5830 -4.3999
H -1.9594 1.5361 -6.6117
H -2.5220 0.0090 -7.2128
H -3.3291 0.8550 -5.8187
H 0.4409 -1.6859 -4.3643
H 0.6508 -0.0583 -3.7576
H 2.4843 0.3319 -5.4413
H 2.5956 -1.2481 -5.8334
H 2.9664 -0.7981 -4.1727
C 1.8012 -5.2833 0.9090
C 1.1417 -3.9258 0.8027
N 2.1839 -2.8752 0.8488
C 3.0207 -2.7177 2.0893
C 2.1123 -2.3992 3.3342
C 2.9651 -2.7009 -0.3938
C 2.3970 -1.4861 -1.1076
H 2.6742 -5.3347 0.2584
H 1.1891 -6.1104 0.5494
H 2.1546 -5.5137 1.9140
H 0.5673 -3.9056 -0.1235
H 0.3899 -3.8275 1.5858
H 3.6521 -1.9054 1.7293
H 3.6020 -3.6164 2.2954
H 1.4051 -3.1832 3.6049
H 1.5515 -1.4923 3.1082
H 2.6340 -2.2188 4.2741
H 4.0529 -2.6810 -0.3275
H 2.8898 -3.6064 -0.9960
H 1.3107 -1.5041 -1.1947
H 2.6050 -0.5557 -0.5791
H 2.8877 -1.4146 -2.0783
C -4.3121 -1.2575 -2.3104
C -5.6674 -0.9712 -1.5095
O -6.1877 0.2484 -1.9034
S -5.0418 1.1632 -2.6931
O -4.1295 1.9251 -1.8268
O -5.7029 1.9670 -3.6950
O -4.4050 -0.2392 -3.2685
H -4.3526 -2.2028 -2.8515
H -3.4745 -1.1916 -1.6160
H -5.6416 -0.9516 -0.4199
H -6.4881 -1.6498 -1.7420
C -0.9487 4.3162 -5.3820
C -2.1052 3.8666 -4.4174
O -3.3393 4.1125 -5.1007
S -3.1624 5.0522 -6.4243
O -3.3959 6.4567 -6.1093
O -3.8944 4.5230 -7.5403
O -1.5700 4.7535 -6.6058
H -0.1868 3.5749 -5.6231
H -0.3877 5.1555 -4.9711
H -2.1758 4.5257 -3.5521
H -2.0672 2.8524 -4.0199
C -5.8381 -4.4710 2.9398
C -6.8311 -3.4683 2.4942
O -6.2869 -2.8575 1.3308
S -4.6816 -2.6918 1.5113
O -4.2643 -1.4078 2.1105
O -4.0394 -2.9518 0.2012
O -4.5825 -3.8907 2.6523
H -5.8657 -5.4639 2.4909
H -5.9939 -4.6866 3.9968
H -6.9959 -2.6222 3.1613
H -7.7639 -3.9266 2.1654
C -1.0617 0.7572 1.6154
C 0.2966 0.1954 1.1600
O 0.5145 0.7968 -0.0818
S -0.8767 0.8796 -0.9204
O -1.1574 -0.3975 -1.6174
O -0.8973 2.1543 -1.6716
O -1.7937 1.0204 0.4682
H -0.9756 1.6833 2.1838
H -1.6855 0.0341 2.1408
H 0.2820 -0.8751 0.9554
H 1.0265 0.4424 1.9309
C 6.3010 1.4269 4.9135
C 6.1261 -0.0737 4.3535
O 5.0429 -0.0493 3.4167
S 4.6012 1.4834 2.9813
O 3.1264 1.5750 2.9551
O 5.3265 1.8601 1.7305
O 5.2573 2.2062 4.3094
H 7.2767 1.8463 4.6682
H 6.1712 1.2858 5.9865
H 5.7595 -0.7679 5.1097
H 7.0308 -0.4100 3.8470
C -2.4868 4.6361 1.1827
C -0.9687 4.8706 1.0126
O -0.4261 4.4073 2.2475
S -1.4517 4.4862 3.5306
O -1.3357 5.7986 4.1553
O -1.5164 3.2344 4.3189
O -2.7706 4.4551 2.5469
H -2.7904 3.7396 0.6422
H -3.0920 5.4812 0.8547
H -0.8159 5.9496 0.9931
H -0.4735 4.3721 0.1793
*
```



(3)
A structure of composition C22H35ClO2P2Sn at a distorted geometry. Source: OMol25; level of theory: wB97M-V/def2-TZVPD.

Calculated values
LUMO (alpha / beta) = -0.068 / -0.065 eV
E_HOMO (alpha / beta) = -0.154 / -0.205 Eh
Frontier orbital gap (alpha / beta) = 0.1510 / 0.2029 Eh
E_tot = -64398.75603 eV

Geometry as ORCA input:
```
! RIJCOSX wB97M-V def2-TZVPD def2/J DEFGRID3
* xyz 0 1
P -3.2891 1.5839 -0.1449
P -0.1776 -0.1280 -2.7875
C -2.6431 1.7410 -2.0001
C -1.9641 0.5899 -2.7134
H -2.1856 2.7356 -2.1682
H -3.6466 1.8095 -2.4670
H -2.6193 -0.2862 -2.5544
H -2.0783 0.8925 -3.7661
C 0.9100 0.8630 -3.8527
H 0.9760 0.2540 -4.7799
H 1.8928 0.9368 -3.3621
H 0.5201 1.8681 -4.0825
C -0.2996 -1.7240 -3.6015
H 0.4294 -1.6814 -4.4184
H -1.3345 -1.8357 -3.9453
H -0.0467 -2.5355 -2.9181
C -2.5710 2.7610 1.1105
H -2.5244 2.2708 2.0994
H -3.2069 3.6544 1.2306
H -1.5401 3.1195 0.8924
C -4.8526 2.5904 -0.2232
H -5.5256 2.1053 -0.9422
H -4.6744 3.6309 -0.4879
H -5.3239 2.5518 0.7694
Sn 0.3640 3.6708 -0.4453
C 0.0817 4.2361 -2.7122
C 1.2841 4.7828 -2.1470
C 1.3963 6.2461 -1.6948
C 0.1653 6.7071 -0.9199
C -0.5009 5.5599 -0.1933
C -1.7948 5.1534 -0.6028
C -2.2098 5.2829 -2.0162
C -1.1385 5.0054 -3.1132
C 0.5651 2.0218 0.9509
H 0.1929 3.3284 -3.2987
H 2.2451 4.3032 -2.4056
H 1.5691 6.9385 -2.5466
H 2.2826 6.3211 -1.0453
H 0.4135 7.4900 -0.1848
H -0.5430 7.1399 -1.6339
H -0.1652 5.4340 0.8530
H -2.5822 5.2594 0.1648
H -2.6386 6.2872 -2.2298
H -3.0918 4.6408 -2.1726
H -1.6698 4.4130 -3.8954
H -0.8709 5.9705 -3.5778
H -0.1654 1.2258 0.8486
H 0.4822 2.6009 1.8932
H 1.5661 1.5738 0.8730
Cl 3.9239 -5.8579 0.7153
C 3.2270 -4.3174 0.5255
C 3.8385 -3.1974 1.0984
C 3.3881 -1.9178 0.7201
C 2.2766 -1.8098 -0.1523
C 1.5896 -2.9351 -0.5866
C 2.0351 -4.1844 -0.1924
C 1.9330 -0.5348 -0.8082
O 2.7406 0.3847 -0.8067
O 0.5935 -0.3811 -1.3480
H 4.7208 -3.2981 1.7348
H 3.8702 -1.0207 1.1402
H 0.7348 -2.7793 -1.2353
H 1.5266 -5.0694 -0.5490
*
```



(4)
A structure of composition C4H5O5S at a distorted geometry. Source: OMol25; level of theory: wB97M-V/def2-TZVPD.

Calculated values
LUMO = 3.570 eV
E_HOMO = -0.206 Eh
Frontier orbital gap = 0.3367 Eh
E_tot = -25303.03373 eV

Geometry as ORCA input:
```
! RIJCOSX wB97M-V def2-TZVPD def2/J DEFGRID3
* xyz -1 1
C -0.4964 1.6375 0.0179
C -0.4399 0.2737 0.6001
C 0.6586 0.0591 -0.4579
C 2.0036 -0.3156 -0.0048
O -2.2852 -0.0523 -1.2155
O -0.9731 2.6752 0.3936
O -1.3077 -2.0338 -0.3107
O -2.9147 -0.8060 1.0583
O 0.4448 1.3977 -0.9473
S -1.9660 -0.7776 -0.0331
H -0.1423 0.0627 1.6713
H 0.4906 -0.6559 -1.2901
H 2.2461 0.2142 1.0215
H 2.7939 -0.2640 -0.7023
H 1.8876 -1.4150 0.1990
*
```